[1]
{
  "formula": "C26H27IrN2O6S3Te",
  "method": "ωB97M-V/def2-TZVPD",
  "elements": ["Ir", "C", "O", "C", "C", "O", "C", "C", "O", "C", "H", "H", "H", "H", "H", "H", "H", "H", "H", "H", "H", "H", "H", "H", "S", "C", "N", "C", "C", "C", "C", "C", "C", "S", "H", "H", "H", "H", "Te", "C", "C", "C", "C", "C", "C", "H", "H", "H", "H", "H", "O", "S", "O", "N", "C", "O", "C", "C", "C", "C", "C", "C", "H", "H", "H", "H"],
  "coordinates": [[-0.42, -0.53, 0.50], [-0.60, -2.29, 3.14], [0.26, -1.90, 2.07], [1.25, -2.88, 1.77], [2.16, -2.36, 0.68], [1.42, -1.97, -0.47], [1.42, -2.87, -1.57], [0.79, -4.22, -1.28], [-0.50, -4.10, -0.74], [-1.53, -4.20, -1.71], [0.00, -2.46, 4.04], [-1.15, -3.20, 2.88], [-1.30, -1.48, 3.31], [0.74, -3.80, 1.48], [1.83, -3.06, 2.68], [2.91, -3.11, 0.43], [2.68, -1.47, 1.04], [2.45, -3.02, -1.91], [0.88, -2.35, -2.36], [1.40, -4.78, -0.56], [0.79, -4.80, -2.21], [-1.48, -5.16, -2.24], [-1.48, -3.38, -2.44], [-2.48, -4.14, -1.18], [-2.47, -1.61, 0.38], [-3.08, -0.34, 1.39], [-2.26, 0.59, 1.81], [-2.91, 1.53, 2.60], [-2.32, 2.64, 3.19], [-3.11, 3.48, 3.95], [-4.47, 3.22, 4.13], [-5.07, 2.12, 3.55], [-4.27, 1.27, 2.78], [-4.72, -0.18, 1.93], [-1.26, 2.83, 3.05], [-2.67, 4.36, 4.41], [-5.07, 3.90, 4.73], [-6.12, 1.92, 3.69], [-0.96, 1.05, -1.28], [-0.49, 0.02, -3.05], [0.71, 0.16, -3.73], [0.91, -0.59, -4.89], [-0.07, -1.46, -5.34], [-1.26, -1.60, -4.64], [-1.48, -0.85, -3.49], [1.48, 0.84, -3.39], [1.84, -0.48, -5.43], [0.10, -2.04, -6.24], [-2.02, -2.27, -5.00], [-2.41, -0.97, -2.95], [2.00, 3.23, -2.93], [1.32, 3.44, -1.69], [0.14, 4.24, -1.64], [0.92, 1.91, -1.02], [1.54, 1.69, 0.18], [1.30, 0.74, 0.93], [2.50, 2.76, 0.50], [3.35, 2.81, 1.60], [4.17, 3.93, 1.73], [4.13, 4.96, 0.80], [3.28, 4.91, -0.30], [2.47, 3.80, -0.41], [3.37, 2.01, 2.31], [4.84, 4.00, 2.57], [4.78, 5.82, 0.93], [3.25, 5.71, -1.03]],
  "spin_multiplicity": 2,
  "charge": 1,
  "lumo_ha": [-0.127, -0.127],
  "e_above_lowest_kj_mol": 0.0,
  "gap_ev": [6.88, 6.85]
}

***

[2]
{
  "formula": "C17H35NO12Zr2",
  "method": "ωB97M-V/def2-TZVPD",
  "elements": ["Zr", "Zr", "O", "C", "C", "O", "H", "H", "H", "H", "O", "C", "C", "O", "H", "H", "H", "H", "C", "N", "O", "O", "H", "H", "H", "O", "C", "O", "C", "C", "C", "H", "H", "H", "H", "H", "H", "H", "H", "O", "C", "O", "C", "C", "C", "H", "H", "H", "H", "H", "H", "H", "H", "O", "C", "O", "C", "C", "C", "H", "H", "H", "H", "H", "H", "H", "H"],
  "coordinates": [[-1.27, 2.20, -1.42], [0.69, 0.53, -4.82], [0.15, 3.69, -1.14], [1.07, 4.10, -2.16], [0.80, 3.47, -3.55], [0.08, 2.21, -3.57], [2.12, 3.95, -1.89], [0.94, 5.18, -2.26], [1.64, 3.43, -4.25], [0.13, 4.20, -4.03], [1.83, -0.42, -3.25], [1.73, -1.14, -2.05], [0.98, -0.40, -0.92], [-0.09, 0.45, -1.29], [2.69, -1.52, -1.71], [1.18, -2.07, -2.29], [1.73, 0.26, -0.46], [0.66, -1.03, -0.09], [5.02, 1.19, -2.31], [5.39, 2.41, -1.53], [6.00, 3.27, -2.12], [4.88, 2.53, -0.42], [4.51, 1.55, -3.20], [4.33, 0.62, -1.70], [5.94, 0.72, -2.62], [0.89, -6.54, 0.45], [0.89, -5.44, -0.02], [0.99, -4.36, 0.77], [1.06, -4.51, 2.20], [-0.31, -4.71, 2.82], [0.67, -5.09, -1.45], [1.50, -3.57, 2.54], [1.67, -5.38, 2.43], [-0.27, -4.87, 3.90], [-0.73, -5.65, 2.44], [-0.99, -3.88, 2.62], [-0.36, -4.78, -1.61], [0.79, -5.94, -2.11], [1.30, -4.24, -1.73], [-3.02, 0.82, -0.10], [-3.62, -0.21, 0.22], [-4.85, -0.17, 0.62], [-5.54, 1.09, 0.73], [-6.90, 0.90, 1.35], [-3.05, -1.59, 0.12], [-5.58, 1.62, -0.23], [-4.94, 1.76, 1.35], [-7.55, 0.27, 0.75], [-7.32, 1.87, 1.62], [-6.79, 0.40, 2.32], [-2.16, -1.50, -0.49], [-3.82, -2.27, -0.22], [-2.70, -1.92, 1.10], [-0.95, 2.15, 0.83], [-0.71, 1.91, 2.03], [0.32, 2.33, 2.65], [1.44, 3.04, 2.02], [2.67, 2.18, 2.30], [-1.62, 1.06, 2.89], [1.48, 4.01, 2.51], [1.40, 3.27, 0.96], [2.61, 1.79, 3.32], [3.58, 2.78, 2.26], [2.80, 1.41, 1.54], [-2.53, 1.64, 3.01], [-1.15, 0.90, 3.86], [-1.74, 0.05, 2.50]],
  "charge": 4,
  "lumo_ha": -0.640,
  "gap_ev": 1.82
}

***

[3]
{
  "formula": "H18O9",
  "method": "ωB97M-V/def2-TZVPD",
  "elements": ["O", "H", "H", "O", "H", "H", "O", "H", "H", "O", "H", "H", "O", "H", "H", "O", "H", "H", "O", "H", "H", "O", "H", "H", "O", "H", "H"],
  "coordinates": [[-3.00, 0.88, 1.04], [-2.91, 1.26, 0.16], [-2.37, 1.37, 1.58], [2.83, -1.88, 1.11], [2.87, -1.73, 2.05], [3.40, -1.20, 0.74], [-1.00, 3.48, -1.09], [-0.27, 3.00, -0.69], [-0.58, 4.06, -1.73], [-2.66, -1.67, -1.52], [-2.06, -2.07, -0.89], [-2.47, -2.12, -2.35], [1.33, 2.60, 0.35], [1.19, 1.66, 0.27], [2.08, 2.68, 0.95], [0.22, 0.19, 0.02], [0.48, -0.63, 0.43], [-0.50, -0.04, -0.56], [-0.64, -3.17, -0.02], [-0.42, -3.77, -0.73], [-0.13, -3.49, 0.73], [2.69, -2.00, -2.17], [2.42, -2.14, -3.08], [1.87, -1.86, -1.70], [-1.13, 2.01, 2.34], [-0.97, 2.91, 2.64], [-0.26, 1.68, 2.10]],
  "smiles": "O.O.O.O.O.O.O.O.O",
  "lumo_ha": -0.006,
  "e_above_lowest_kj_mol": 222.9,
  "gap_ev": 9.73
}

***

[4]
{
  "formula": "C3H6OSe",
  "method": "ωB97M-V/def2-TZVPD",
  "elements": ["C", "C", "C", "O", "Se", "H", "H", "H", "H", "H", "H"],
  "coordinates": [[-0.32, 0.12, -0.87], [1.06, 0.96, 0.86], [0.55, -0.20, 0.05], [-0.86, -0.77, -1.70], [-2.52, -1.57, -1.03], [-0.45, 1.17, -1.08], [1.05, 0.77, 1.93], [0.38, 1.84, 0.68], [2.07, 1.33, 0.77], [0.81, -1.33, 0.32], [-1.79, -2.33, 0.08]],
  "smiles": "C/C=C/O[SeH]",
  "lumo_ha": -0.016,
  "e_above_lowest_kj_mol": 133.5,
  "gap_ev": 8.62
}

***

[5]
{
  "formula": "C6H8",
  "method": "ωB97M-V/def2-TZVPD",
  "elements": ["C", "C", "C", "C", "C", "C", "H", "H", "H", "H", "H", "H", "H", "H"],
  "coordinates": [[1.67, 1.33, -0.03], [0.61, 0.60, -0.12], [0.77, 1.64, -1.25], [0.21, -1.87, 0.68], [-0.16, -0.60, 0.31], [-1.57, -0.45, 0.52], [2.65, 1.49, 0.48], [0.09, 2.44, -1.16], [1.22, 1.49, -2.24], [1.24, -2.30, 0.58], [-0.60, -2.56, 0.67], [-2.23, -0.39, -0.42], [-1.87, 0.47, 1.01], [-2.03, -1.29, 0.97]],
  "smiles": "C=C(C)C1=CC1",
  "lumo_ha": 0.039,
  "e_above_lowest_kj_mol": 314.3,
  "gap_ev": 10.01
}

***

[6]
{
  "formula": "F4N",
  "method": "ωB97M-V/def2-TZVPD",
  "elements": ["N", "F", "F", "F", "F"],
  "coordinates": [[0.13, -0.18, 0.03], [0.25, -0.15, 1.29], [-0.95, -0.90, -0.31], [-0.62, 1.68, -0.40], [1.18, -0.45, -0.61]],
  "charge": 1,
  "lumo_ha": [-0.453, -0.453],
  "e_above_lowest_kj_mol": 287.8,
  "gap_ev": [8.76, 8.79]
}